(1)
The following is a quantum chemistry calculation of the ion CH6N with charge +1 at a distorted geometry, from the Open Molecules 2025 dataset.

Element x y z (Å)
H  1.1118  0.0411  -0.8407
H  -0.2408  -1.1312  -0.9891
H  -1.2708  0.0159  0.9610
H  0.6221  -0.6207  1.2448
C  -0.1965  0.1653  0.7505
N  0.0681  -0.1533  -0.6959
H  -0.4007  0.5825  -1.3515
H  0.3069  1.1004  0.9210

Forces on atoms 1 to 6 (eV/Å):
H -1.7 -1.0 -0.1
H 0.8 1.6 0.4
H 0.9 0.3 0.3
H -2.9 1.8 -0.5
C 2.8 -3.2 0.6
N 0.1 1.6 -2.3

Values from the calculation:
HOMO energy (eV): -18.64
LUMO energy (eV): -4.437
Energy above the lowest of the compared OMol25 structures with the same formula, charge and spin (kcal/mol): 17.6
F_max (eV/A): 4.3
SMILES string: C[NH3+]
Gap between HOMO and LUMO (eV): 14.2
Charge: +1

=====

(2)
The following is a quantum chemistry calculation of a structure of composition C26H57Br4Cl3F3KLi2N4NbO7P2S at a distorted geometry, from the Open Molecules 2025 dataset.

Element x y z (Å)
H  -6.8057  1.6500  9.8139
C  -2.7189  -0.3176  6.9582
H  -6.1797  -1.2025  7.9378
H  4.3512  -0.8500  -2.5337
H  3.2444  3.9604  -2.1119
C  0.1297  2.7758  -3.6116
C  11.7317  2.0933  -1.2128
Cl  10.8490  4.9030  -1.6375
H  1.2596  1.6916  -1.8768
C  -9.7022  0.0416  9.9485
H  0.2514  -0.0804  -3.3497
H  -0.3597  -0.3985  -6.8434
C  -5.1580  -1.5501  8.1057
N  -4.5899  -1.9058  6.8272
Nb  -1.5175  -0.0079  -2.9313
H  7.6547  5.2959  -0.7784
H  -4.1441  -3.0208  -1.7102
H  -10.1218  0.0725  7.7457
C  -7.7537  1.1399  9.7071
H  4.8289  2.0583  -2.4801
H  -7.9250  1.2808  7.5958
K  -3.6698  -2.5330  1.5611
H  0.8998  3.5317  -1.5387
C  3.9773  -0.7644  -3.6531
H  -0.0877  -1.4946  -5.5525
H  0.5300  2.0261  -4.4496
Cl  3.1778  -2.7704  0.8988
H  4.8750  -1.0143  -4.3891
C  -1.3954  2.2956  -3.2134
H  -2.5655  1.0219  -7.2191
Br  5.1293  6.3003  0.3764
O  -4.4014  -2.1214  -1.3229
C  -6.1916  -0.6265  -2.2399
P  -0.8098  0.2708  -0.4452
C  5.6955  4.5201  -0.1855
O  9.0739  2.1335  -0.9729
Br  -3.3698  -2.9999  -4.6407
C  -3.4771  -1.3910  6.2289
H  5.9590  4.0007  0.7413
N  -0.7939  -1.1543  -6.2573
H  2.8126  -4.9285  -3.1806
H  3.2744  -2.9124  -2.0410
C  3.6960  1.7741  -2.6126
C  6.8873  4.5922  -1.1121
H  -1.3338  -2.6612  -1.6352
H  -6.1259  0.2668  -1.4514
H  -0.3217  -4.9548  -2.7831
O  10.3421  3.8346  0.2563
S  10.2435  2.4205  -0.1311
H  3.3917  1.1409  -1.6627
H  -3.3629  0.5517  7.1177
H  -5.0482  -2.6235  6.2779
H  1.4429  -2.2006  -2.0751
F  11.7623  2.8818  -2.3351
H  3.1577  -2.5391  -4.8377
H  0.9617  -6.0515  -1.9398
Li  -4.8698  -1.5414  10.7742
F  11.7914  0.7997  -1.6654
H  4.8250  4.0347  -0.6336
N  -7.0698  -1.6835  -1.5917
H  -0.5771  -2.6726  -3.3613
C  1.8284  -4.2558  -3.1824
H  5.3766  -2.0923  1.4299
O  -0.8270  1.9640  0.0104
H  -2.3543  -0.7024  7.9147
C  -9.5131  0.3029  8.6098
H  0.5273  -4.2803  -1.2109
C  2.7571  -1.8352  -3.9865
H  -8.4151  0.5430  11.7109
Br  6.3538  5.1392  -2.9065
C  3.5414  0.7936  -3.9586
H  -1.8579  -0.0049  6.3608
H  2.3745  0.8133  -4.2032
Li  -2.4698  -3.6350  6.4581
H  -0.2190  2.1491  0.7855
O  -2.3745  1.1635  -6.2351
N  -8.3220  0.9669  8.4718
H  -2.1116  2.6601  -4.0961
H  -6.6390  -0.1538  -3.2155
H  -4.1725  1.0359  -2.9953
C  -1.5128  -2.2767  -2.7347
C  2.3032  -2.7475  -2.6919
H  2.8218  3.5687  -3.9199
H  -6.8795  -2.6407  -1.9642
F  12.9216  2.3173  -0.5680
H  -1.8052  2.8526  -2.2452
H  -5.1789  -2.4470  8.7288
H  -2.4675  -2.7629  -3.2338
C  4.9396  -2.8557  0.7816
H  1.3676  -4.2094  -4.2719
C  1.1987  2.7610  -2.3686
C  0.6958  -4.9391  -2.1909
O  -3.1244  -1.8082  5.1262
C  -3.6883  0.2145  -2.2812
H  7.3368  3.6028  -1.2380
Br  -2.3160  -0.7253  0.9409
P  -2.1629  -0.3625  -5.4235
H  -6.9894  -1.6588  -0.5317
H  4.1475  1.2732  -4.8525
H  -4.5877  -0.7698  8.6116
H  0.1599  3.8461  -4.1165
H  5.2701  -3.8462  1.1033
C  -4.6091  -1.1329  -2.4332
H  -3.8449  0.6192  -1.1812
O  10.3747  1.5005  1.0070
H  -10.5510  -0.4740  10.3785
H  1.7685  -1.2823  -4.3543
Cl  5.4807  -2.5794  -0.8785
C  -8.5888  0.5718  10.6430
H  -4.4795  -1.7004  -3.4518
C  2.7568  3.1311  -2.8167

Forces on atoms 1 to 6 (eV/Å):
H -0.2 -0.1 0.0
C 0.2 0.1 -0.2
H 0.0 0.1 0.4
H -0.9 0.1 -2.4
H -1.3 -1.6 -1.5
C 0.5 -0.1 -0.3

Values from the calculation:
HOMO energy (eV): -3.31
LUMO energy (eV): -2.476
F_max (eV/A): 5.5
Gap between HOMO and LUMO (eV): 0.8
Charge: -1

=====

(3)
The following is a quantum chemistry calculation of an isolated molecule of C17H24NO2 at a distorted geometry, from the Open Molecules 2025 dataset.

Element x y z (Å)
H  3.7085  1.5423  -2.1799
H  0.2695  -0.1824  -2.4132
C  0.0628  -1.0250  -0.3308
H  -4.8135  2.4975  1.3143
C  -2.3477  -2.0733  -0.6963
H  -3.9940  -1.8891  1.5667
C  -3.0700  -0.8056  -0.1576
H  -0.5630  -3.1150  -0.0060
O  -3.0407  -2.9950  -1.0873
C  3.1264  -0.6268  2.1795
C  0.9284  -0.5338  -1.5633
C  1.1878  0.9821  1.9947
H  1.8034  1.9085  2.1032
H  2.2613  1.3878  -3.2424
H  -0.5084  -2.6378  -1.7601
H  2.6732  -0.8225  3.1945
C  1.8625  0.6748  -1.1882
H  1.7292  2.8390  -0.7317
H  0.6783  2.2539  -2.1633
H  -0.5247  -0.1454  0.0315
H  3.6001  -1.5801  1.8456
H  3.8905  0.1819  2.3446
C  1.1026  -1.3638  0.8465
C  -2.8792  0.4794  -0.8585
H  -2.2336  0.5222  -1.7670
C  2.8537  0.8654  -2.4343
H  0.1743  1.1562  1.5525
C  1.0407  2.0456  -1.1262
H  1.6811  -2.2795  0.5590
C  -0.7957  -2.2832  -0.7349
H  0.1475  1.8974  -0.4584
H  3.1818  -0.1101  -2.8722
H  -5.1119  0.2597  2.4655
H  -3.3373  2.6684  -0.8891
C  2.0014  -0.1124  1.1639
C  -3.8852  -0.9147  1.0435
C  -4.3204  1.6123  0.8433
C  -4.5131  0.3306  1.5298
O  3.6893  -0.3675  -0.3754
H  0.4593  -1.5384  1.7590
N  2.7348  0.4457  -0.0015
C  -3.5060  1.7008  -0.3664
H  1.0599  0.5418  3.0190
H  1.5359  -1.3916  -1.9525

Forces on atoms 1 to 6 (eV/Å):
H -0.6 -0.8 -0.2
H 0.6 -0.4 0.8
C 1.6 0.0 -0.2
H 0.6 -0.8 -0.7
C -0.5 -0.7 -0.3
H 0.0 0.9 -0.5

Values from the calculation:
HOMO energy (alpha / beta) (eV): -8.96 / -9.34
LUMO energy (alpha / beta) (eV): 0.484 / -0.130
F_max (eV/A): 3.2
Expectation value of S²: 0.754
2S+1: 2
Gap between HOMO and LUMO (alpha / beta) (eV): 9.4 / 9.2

=====

(4)
The following is a quantum chemistry calculation of a structure of composition ClPt at a distorted geometry, from the Open Molecules 2025 dataset.

Element x y z (Å)
Pt  -13.9283  -6.8488  2.0480
Cl  -15.2774  -8.9637  1.5922

Cartesian forces, eV/Å:
Pt -2.0 -3.2 -0.7
Cl 2.0 3.2 0.7

Values from the calculation:
HOMO energy (alpha / beta) (eV): -17.74 / -17.13
LUMO energy (alpha / beta) (eV): -8.766 / -10.355
Energy above the lowest of the compared OMol25 structures with the same formula, charge and spin (kcal/mol): 19.8
F_max (eV/A): 3.8
Expectation value of S²: 2.013
2S+1: 3
Gap between HOMO and LUMO (alpha / beta) (eV): 9.0 / 6.8
Charge: +1

=====

(5)
The following is a quantum chemistry calculation of a structure of composition C18H35GeIrN2OSSi3Te at a distorted geometry, from the Open Molecules 2025 dataset.

Element x y z (Å)
C  2.2446  2.7398  -1.2060
S  -1.5805  -2.1834  -5.5397
H  -3.6879  -0.6655  1.7935
H  -1.6936  3.4530  -2.4170
H  3.1893  1.7702  1.7605
H  0.6957  -1.7738  3.6215
C  -2.2190  2.5496  -2.7303
C  -3.4693  2.5570  0.1705
H  -4.4353  0.2396  -2.6351
H  -2.1650  0.8029  4.4137
C  -0.3330  -2.1361  3.5570
H  -2.7221  3.2636  0.5343
C  -1.4651  0.7933  3.5748
C  -3.0646  -1.4851  2.1569
C  0.4567  4.0762  0.9854
H  -0.4879  1.0784  3.9662
C  3.5611  -3.4207  1.9727
H  -3.6088  -1.9644  2.9750
C  -0.6653  -0.7472  -5.6340
H  -0.4898  -0.2504  -6.5747
Ir  -0.0723  -1.0445  -1.3375
H  -1.5677  1.9447  -3.3629
H  -0.6731  -2.3239  4.5790
H  1.6865  1.5979  2.6654
C  2.7410  -2.8947  0.9981
N  -0.6289  -1.2384  -3.3938
H  -3.0576  2.8699  -3.3584
Si  1.3050  2.5302  0.3949
H  3.1359  -3.8175  2.8845
Ge  -0.5173  1.0674  -0.3769
H  -3.1675  -0.7920  -1.9843
H  -0.2709  3.8559  1.7693
H  -1.8065  1.5678  2.8813
Si  -1.4369  -0.8759  2.7887
H  -1.7565  -3.0269  -3.2587
C  4.9441  -3.4661  1.7811
H  -4.5062  -0.2727  -0.9498
H  3.1173  3.3793  -1.0531
H  6.5923  -3.0220  0.4752
H  -0.0438  4.5863  0.1598
H  -4.3288  3.1528  -0.1624
H  1.1746  4.7816  1.4098
H  2.1330  0.4084  1.4245
H  5.5756  -3.8932  2.5490
C  -0.2342  -0.3802  -4.4033
C  2.1410  1.4689  1.6827
C  5.5207  -2.9828  0.6121
C  -1.3538  -2.2363  -3.8753
H  -0.3508  -3.0890  3.0271
Te  2.3241  -1.6936  -1.8231
H  1.6721  -2.8877  1.1395
C  -3.8305  0.0395  -1.7461
H  -2.9565  -2.2331  1.3693
C  3.3188  -2.4004  -0.1812
H  -3.8117  1.9260  0.9903
O  -0.5456  -0.4313  1.1974
Si  -2.9022  1.5845  -1.2980
H  0.3644  0.4872  -4.1696
H  1.6287  3.2212  -1.9689
H  2.6077  1.7831  -1.5885
H  5.1641  -2.0804  -1.2900
N  -0.1031  -1.4128  0.4333
C  4.7158  -2.4542  -0.3761

Forces on atoms 1 to 6 (eV/Å):
C 0.0 -0.1 0.1
S 0.0 0.0 0.0
H 0.0 0.0 0.0
H 0.0 0.0 0.0
H 0.0 0.0 0.0
H 0.0 0.0 0.0

Values from the calculation:
HOMO energy (alpha / beta) (eV): -16.96 / -17.24
LUMO energy (alpha / beta) (eV): -11.085 / -11.558
Energy above the lowest of the compared OMol25 structures with the same formula, charge and spin (kcal/mol): 0.0
F_max (eV/A): 1.1
Expectation value of S²: 0.770
2S+1: 2
Gap between HOMO and LUMO (alpha / beta) (eV): 5.9 / 5.7
Charge: +3